This record from the OMol25 dataset describes 13 unconnected molecules or ions with the total composition C52H104O26S13. The level of theory is ωB97M-V/def2-TZVPD.

Values from the calculation:
Orbital gap: 9.10 eV
Net charge: 0
LUMO level: -0.369 eV
Relative energy (zero: lowest compared OMol25 entry of this formula, charge and spin): 5.729 eV
2S+1: 1

Geometry as XYZ:
```
195
Properties=species:S:1:pos:R:3:forces:R:3
C 6.912436 -2.245699 -3.234039 1.3 2.8 -0.8
C 5.557796 -2.457909 -2.647149 -0.5 -0.2 0.3
C 5.392606 -1.528599 -1.434369 0.5 -0.7 -0.1
S 6.394956 -0.070169 -1.676729 1.2 -2.3 -0.8
O 7.376006 0.057951 -0.623839 0.0 -0.2 -0.2
O 5.520416 0.997871 -1.959959 -1.3 2.1 -0.4
C 7.111666 -0.687929 -3.261529 0.2 -0.1 0.8
H 7.079126 -2.563829 -4.263169 -0.3 -0.5 0.2
H 7.726386 -2.611949 -2.608379 -0.2 -0.4 0.1
H 5.549376 -3.515459 -2.383309 -0.8 0.0 0.2
H 4.712546 -2.201929 -3.285999 0.4 -0.5 -0.6
H 5.831896 -2.065239 -0.593449 -0.6 0.4 0.6
H 4.370836 -1.149679 -1.411909 0.0 -0.3 0.9
H 8.150066 -0.359219 -3.303629 0.0 -0.1 -0.1
H 6.533936 -0.191939 -4.041479 0.0 -0.1 0.0
C -0.084794 -4.343579 -4.780539 0.6 -0.4 -2.8
C -0.054364 -3.897999 -3.384359 -0.5 1.7 1.0
C 1.362236 -3.836939 -2.859919 1.0 -0.3 0.3
S 2.427606 -4.837219 -3.970569 -3.0 0.7 -1.3
O 2.973356 -5.867219 -3.161909 1.2 -1.2 0.6
O 3.256876 -4.034479 -4.855929 -0.4 -0.3 0.7
C 0.910946 -5.444379 -4.946309 0.9 -1.0 1.4
H 0.272996 -3.597849 -5.490439 -0.7 0.7 0.1
H -1.046064 -4.770039 -5.067229 -0.2 0.5 -0.1
H -0.682704 -4.510269 -2.737509 0.2 -0.2 -0.2
H -0.481474 -2.895419 -3.406769 -0.1 0.1 0.4
H 1.380066 -4.339159 -1.892669 0.4 0.0 0.0
H 1.843156 -2.865499 -2.745469 -0.3 0.2 -0.2
H 0.383916 -6.212259 -4.380009 1.0 -0.9 0.2
H 1.189756 -5.819609 -5.930979 0.0 0.4 0.0
C 1.817336 3.966661 -1.337319 -0.8 1.4 -0.3
C 3.348406 4.173151 -1.172599 -1.4 -1.0 0.0
C 3.603386 5.146871 -0.042769 -0.9 0.8 0.5
S 2.119096 6.292221 -0.077519 0.2 -1.2 -0.1
O 2.532546 7.546711 -0.645179 0.0 0.5 0.2
O 1.360266 6.231501 1.163181 0.5 0.2 -0.2
C 1.180806 5.367771 -1.324639 0.1 0.5 1.0
H 1.367196 3.361121 -0.550679 0.1 0.0 0.1
H 1.486336 3.559411 -2.292659 0.6 -0.5 0.0
H 3.652336 4.510171 -2.163629 0.8 -0.2 0.3
H 3.674906 3.187851 -0.839909 0.9 0.1 -0.7
H 4.513416 5.745481 -0.083009 -0.2 0.1 -0.4
H 3.622996 4.668381 0.936391 -0.3 -0.2 0.0
H 1.271446 5.997341 -2.209809 0.2 -0.5 -0.3
H 0.145676 5.398321 -0.984509 0.0 -0.1 -0.1
C -4.635274 -4.660069 -2.855459 -0.5 -1.0 0.0
C -4.008834 -3.785249 -1.714839 0.3 -0.3 -0.3
C -3.028874 -4.659349 -0.925479 0.0 -1.1 -0.2
S -3.054724 -6.359909 -1.685519 0.9 -0.6 -1.0
O -3.056474 -7.379929 -0.666309 -0.3 0.4 0.2
O -2.036564 -6.531659 -2.737159 -1.1 0.9 0.9
C -4.690384 -6.166539 -2.481909 0.9 1.0 1.3
H -3.998394 -4.673589 -3.739939 0.0 0.7 0.0
H -5.655114 -4.403409 -3.142089 0.2 0.5 0.0
H -4.664704 -3.359319 -0.955559 -0.7 -0.3 -0.5
H -3.542674 -2.912399 -2.171929 0.3 -0.1 -0.1
H -3.409184 -4.879739 0.071961 0.1 0.1 0.0
H -1.998244 -4.317599 -0.829989 0.0 -0.1 -0.2
H -5.422344 -6.349669 -1.695269 0.0 -0.2 0.0
H -4.803464 -6.869709 -3.307059 0.2 0.2 0.1
C -5.211074 0.856041 0.390611 -0.1 0.5 0.6
C -6.456114 1.778571 0.431591 -1.4 -0.2 0.1
C -7.640574 1.007991 1.047911 0.3 -1.5 0.9
S -7.227974 -0.797089 0.761081 -0.3 0.6 1.8
O -8.064014 -1.394939 -0.236469 -0.8 -0.2 -0.1
O -7.012694 -1.467439 2.039541 -0.3 0.6 -0.8
C -5.681614 -0.530409 0.003211 0.2 0.0 -0.8
H -4.794914 0.803591 1.396671 0.0 0.0 0.2
H -4.418204 1.321841 -0.194629 -0.1 -0.4 -0.3
H -6.823034 2.109751 -0.539899 0.6 0.2 -0.3
H -6.331674 2.634351 1.095101 0.4 0.1 -0.4
H -8.687194 1.136631 0.771991 0.3 0.3 -0.8
H -7.642334 1.175641 2.124941 0.2 -0.4 0.1
H -5.961944 -0.631469 -1.045259 0.5 0.1 -0.2
H -5.136284 -1.412859 0.337871 0.6 0.3 -0.2
C -3.224974 3.684881 -3.494059 -1.3 -1.5 1.1
C -4.098654 3.180471 -4.672149 2.1 -0.7 -0.8
C -4.341644 1.691331 -4.427979 0.7 -0.4 0.5
S -2.742484 0.954801 -3.913349 1.7 2.8 -1.3
O -1.894924 0.831241 -5.109859 -1.0 -0.3 1.2
O -2.902144 -0.180539 -3.037879 -0.2 0.1 0.2
C -2.131974 2.585551 -3.068079 -1.4 0.0 -0.8
H -3.998724 3.673771 -2.726409 0.4 0.3 0.8
H -2.905154 4.722841 -3.586049 0.4 -0.4 -0.1
H -3.422454 3.295401 -5.519289 -0.5 -0.2 -0.7
H -5.031944 3.699041 -4.891579 0.2 0.2 0.4
H -4.659334 1.092501 -5.281549 -0.2 0.1 0.1
H -4.954424 1.549191 -3.537819 -0.4 -0.1 -0.1
H -1.130154 2.833661 -3.418659 -0.1 -0.4 -0.3
H -2.067794 2.388701 -1.997919 -0.2 0.2 0.0
C -0.387024 -1.177909 4.901341 -0.3 -0.1 -0.7
C 0.737266 -0.140979 4.993481 0.9 -0.5 0.3
C 1.982856 -0.935829 5.456051 -0.2 -0.6 0.6
S 1.383456 -2.181479 6.680171 -0.1 1.2 -0.1
O 1.573686 -1.645739 8.039201 -0.1 -1.2 -1.4
O 1.880346 -3.511709 6.268951 -0.8 1.5 0.7
C -0.409604 -1.928159 6.220231 0.8 0.0 0.9
H -0.236574 -1.830559 4.041391 0.3 -0.2 0.0
H -1.343164 -0.692549 4.705621 -0.1 0.1 0.2
H 0.501336 0.651851 5.703311 -0.1 -0.2 0.2
H 0.962856 0.377251 4.061471 -0.1 -0.2 -0.2
H 2.774346 -0.359979 5.935671 -0.2 0.0 -0.1
H 2.416256 -1.591699 4.701001 -0.1 0.3 -0.4
H -0.811674 -1.211049 6.935911 0.3 -0.2 0.4
H -0.890174 -2.890239 6.397861 -0.2 0.1 -0.7
C 6.248266 -1.384349 2.592071 -2.4 0.5 -0.7
C 7.293856 -0.323509 2.905961 -0.8 0.8 0.3
C 6.561236 0.888131 3.638431 0.2 -1.1 -0.3
S 4.811596 1.040871 3.062851 2.6 -1.4 -1.7
O 4.719336 2.179181 2.138131 -0.3 -1.4 1.1
O 3.930436 0.880431 4.179681 -0.7 0.4 0.4
C 4.980196 -0.597139 2.153451 -0.3 1.8 -1.4
H 6.027506 -2.073399 3.407281 0.2 0.2 0.3
H 6.427306 -1.997879 1.709111 0.7 -0.1 0.1
H 7.776796 0.114281 2.032351 0.0 -0.6 -0.2
H 8.000466 -0.847509 3.549561 0.4 0.7 0.1
H 7.028696 1.843321 3.399281 0.1 -0.1 0.5
H 6.522916 0.581881 4.683821 -0.1 0.8 0.2
H 5.214026 -0.230059 1.154111 0.6 0.5 -0.1
H 4.007026 -0.973699 1.838441 -0.2 -0.9 1.2
C -4.968924 6.447801 0.866551 0.3 0.2 0.4
C -3.924064 6.610651 2.041141 0.7 0.7 -1.5
C -2.604034 5.862741 1.697161 -1.1 -1.5 0.6
S -3.056264 4.717581 0.300301 0.3 0.8 1.5
O -2.622684 3.354921 0.646301 -0.8 1.1 -0.9
O -2.619214 5.396801 -0.913799 -0.5 -1.0 0.5
C -4.931944 4.975371 0.505361 0.8 -0.3 0.7
H -4.817004 6.984101 -0.070149 0.5 0.5 0.4
H -5.900374 6.811801 1.300131 -0.3 -0.4 -0.3
H -4.375824 6.210861 2.948991 0.1 -0.2 -0.1
H -3.696604 7.655271 2.253581 -0.2 0.0 -0.2
H -2.383564 5.236771 2.561831 0.1 -0.4 -0.1
H -1.645304 6.349591 1.518511 -0.4 0.5 -0.6
H -5.253394 4.429211 1.392201 0.4 -0.4 0.0
H -5.522984 4.588451 -0.324729 0.4 0.4 -0.3
C 1.593356 0.574991 -4.958429 0.7 -0.8 1.0
C 3.012316 0.581031 -4.281009 0.2 -0.9 0.0
C 4.002336 1.298811 -5.203339 -1.1 0.1 -0.7
S 3.064906 2.714601 -5.784909 -2.7 1.8 -0.6
O 3.192896 2.921061 -7.238159 0.6 -0.2 1.9
O 3.079726 3.867831 -4.865209 0.8 -1.3 -1.0
C 1.371666 1.966881 -5.490649 0.1 -0.2 0.1
H 0.856306 0.280661 -4.211279 0.0 0.5 0.3
H 1.408826 -0.211499 -5.690189 0.8 0.1 -0.5
H 3.448536 -0.413859 -4.191569 -0.4 -0.4 0.1
H 2.979066 0.940851 -3.252649 -0.1 0.5 -0.2
H 3.980546 0.707641 -6.118839 0.5 -0.1 -0.2
H 5.028946 1.511411 -4.905079 -0.4 0.2 0.3
H 0.731606 1.949031 -6.372749 0.4 0.4 -0.2
H 0.869616 2.536591 -4.708679 0.4 0.4 -0.2
C 4.315466 -4.629939 2.128751 -0.4 1.5 1.1
C 3.408006 -5.159069 3.299881 -0.2 -0.2 -0.3
C 1.894946 -4.847519 3.006661 0.0 -0.2 -0.7
S 1.855316 -3.891509 1.503251 1.4 0.5 -0.2
O 2.027546 -2.462889 1.834671 -0.8 -1.4 -0.4
O 0.762506 -4.386789 0.670501 0.5 1.0 0.3
C 3.503636 -4.457749 0.890971 -1.6 -0.9 -0.8
H 5.271816 -5.133759 1.988591 -0.3 -0.4 0.0
H 4.556506 -3.601649 2.398221 0.4 0.1 0.3
H 3.797456 -4.760759 4.236781 -0.4 0.1 0.0
H 3.487276 -6.244539 3.359591 0.0 0.0 0.0
H 1.176436 -4.339749 3.650101 0.9 0.3 0.8
H 1.324046 -5.732969 2.727101 0.4 -0.3 -0.1
H 3.866966 -3.777279 0.120871 0.0 0.2 0.2
H 3.285226 -5.412359 0.412321 -0.1 -0.1 -0.2
C -0.847734 0.325091 1.162801 0.3 1.6 -1.5
C -1.411744 -1.016159 0.647981 1.4 -0.1 -0.2
C -0.585804 -1.484349 -0.631519 1.1 0.7 1.1
S 0.803366 -0.256149 -0.870589 0.0 -1.3 3.3
O 0.377766 0.785901 -1.732369 -0.4 1.2 -1.6
O 2.087606 -0.928619 -1.061549 -1.0 0.4 -0.3
C 0.669926 0.431581 0.841611 -0.2 -1.5 0.3
H -1.079124 0.531641 2.207741 0.2 -0.3 0.1
H -1.292024 1.145741 0.599561 -0.4 0.1 0.0
H -2.493684 -1.016689 0.515681 0.1 0.2 -0.2
H -1.178814 -1.679389 1.481021 -0.1 -0.7 -0.3
H -1.060544 -1.607629 -1.604929 -0.3 0.1 0.3
H 0.002846 -2.352509 -0.335039 -0.3 -0.3 -0.3
H 1.192596 1.383791 0.932241 -0.5 0.3 -0.4
H 1.201106 -0.227249 1.528551 0.2 -0.4 -0.3
C -4.646054 1.507751 6.381241 -0.2 0.6 0.6
C -4.984784 1.852871 4.927491 0.2 -0.1 -0.3
C -3.727794 2.391451 4.286451 1.8 0.8 -0.3
S -2.639774 3.149891 5.653121 -0.7 -0.9 0.3
O -2.440984 4.591531 5.420401 0.0 -2.0 0.3
O -1.511654 2.200221 5.901231 -2.1 2.1 -0.5
C -4.012434 2.828551 6.947041 0.8 -0.9 -1.1
H -4.020634 0.620491 6.479761 0.7 0.3 -0.3
H -5.505114 1.165921 6.958541 -0.4 0.6 0.0
H -5.708344 2.662911 4.835931 -0.2 0.0 0.6
H -5.418544 1.043251 4.340581 0.2 -0.3 0.2
H -3.895214 3.149341 3.521151 -0.1 0.3 0.3
H -3.028454 1.719201 3.789351 -0.2 -0.6 0.3
H -4.726314 3.647001 6.854161 0.1 0.1 -0.1
H -3.601104 2.811091 7.956301 0.1 -0.2 -0.2
```
Forces are in eV/Å.